{"formula": "C3H2ClNO", "method": "ωB97M-V/def2-TZVPD", "lumo_ev": [-0.94, -0.94], "orbital_gap_ev": [8.074, 8.075], "symbols": ["C", "C", "C", "N", "O", "Cl", "H", "H"], "xyz": [[0.6909, 0.0747, -0.6783], [0.2834, 1.2638, -0.3599], [-0.1219, -0.7755, 0.1122], [-0.9652, -0.1009, 0.7058], [-1.9170, -0.1662, 1.4280], [-0.2501, -2.5420, 0.4215], [1.7431, -0.0618, -1.1022], [0.5368, 2.3079, -0.5271]], "lowdin_charge": [-0.170, 0.174, -0.692, -0.189, 0.052, 0.616, 0.140, 0.070]}



{"formula": "C16H27ClFN3O2P", "method": "ωB97M-V/def2-TZVPD", "lumo_ev": -4.27, "orbital_gap_ev": 7.047, "charge": 1, "symbols": ["C", "C", "O", "N", "C", "C", "C", "C", "N", "C", "N", "C", "C", "C", "P", "O", "Cl", "H", "H", "H", "H", "H", "H", "H", "H", "H", "H", "H", "H", "H", "H", "H", "H", "H", "H", "H", "H", "H", "H", "F", "C", "C", "C", "C", "C", "C", "H", "H", "H", "H", "H"], "xyz": [[-1.8296, 1.7933, -6.1550], [-0.7642, 1.9920, -5.0778], [-0.8268, 2.9477, -4.3823], [0.2591, 1.0316, -4.9465], [0.6897, 0.9989, -3.5438], [1.7081, -0.1115, -3.2475], [2.3449, 0.1876, -1.8604], [1.9617, -0.8884, -0.7968], [1.6701, -0.3151, 0.5498], [2.8336, 0.5934, 0.8925], [1.6310, -1.2581, 1.6206], [1.2736, -2.4933, 1.3969], [2.3292, -3.5449, 1.5234], [-0.1074, -2.9897, 1.0895], [0.0585, 0.6361, 0.6720], [0.3079, 2.1415, 0.0926], [-1.2886, -0.1884, -0.6862], [-2.6945, 1.2863, -5.7291], [-1.3749, 1.2361, -6.9755], [-2.1272, 2.7877, -6.4665], [-0.1575, 0.1428, -5.2180], [-0.1417, 0.9865, -2.8320], [1.2263, 1.9321, -3.3642], [1.1703, -1.0667, -3.2582], [2.4631, -0.1485, -4.0295], [3.4255, 0.1862, -1.9717], [2.0018, 1.1823, -1.5824], [1.1415, -1.4592, -1.2316], [2.8186, -1.5621, -0.7568], [2.7934, 0.7057, 1.9731], [2.7253, 1.5852, 0.4642], [3.7638, 0.0897, 0.6546], [2.6855, -3.7254, 0.5016], [1.9660, -4.4724, 1.9636], [3.1855, -3.1834, 2.0903], [-0.2146, -3.2455, 0.0305], [-0.8563, -2.2753, 1.4245], [-0.2741, -3.9040, 1.6618], [-0.0783, 2.2120, -0.8026], [-1.0985, -0.0744, 6.3864], [-2.0371, 0.3870, 5.5412], [-3.2329, 0.8547, 6.0485], [-4.1961, 1.3339, 5.1723], [-3.9575, 1.3308, 3.8042], [-2.7513, 0.8526, 3.3127], [-1.7803, 0.3816, 4.1848], [-3.4036, 0.8420, 7.1169], [-5.1344, 1.7098, 5.5574], [-4.7123, 1.7015, 3.1232], [-2.5654, 0.8454, 2.2456], [-0.8290, 0.0125, 3.8201]], "lowdin_charge": [0.011, -0.547, 0.091, 0.064, -0.240, -0.158, -0.157, -0.176, -0.432, -0.012, 0.056, -0.339, -0.004, -0.025, 0.733, -0.299, 0.341, 0.087, 0.081, 0.086, 0.130, 0.063, 0.124, 0.109, 0.120, 0.121, 0.083, 0.083, 0.132, 0.102, 0.088, 0.115, 0.109, 0.091, 0.098, 0.099, 0.064, 0.099, 0.054, 0.064, -0.287, -0.007, -0.071, -0.091, -0.104, -0.037, 0.123, 0.110, 0.104, 0.064, 0.089]}



{"formula": "CH6N3O", "method": "ωB97M-V/def2-TZVPD", "lumo_ev": 4.90, "orbital_gap_ev": 6.602, "charge": -1, "smiles": "CN([O-])NN", "symbols": ["C", "N", "N", "N", "O", "H", "H", "H", "H", "H", "H"], "xyz": [[1.5019, -0.1493, 0.0269], [-1.6740, 0.7946, -0.2453], [-0.7374, 0.3234, 0.7162], [0.0793, -0.9217, 0.3487], [-0.3627, -1.5110, -0.7738], [1.1802, 0.9167, -0.2336], [2.0722, -0.2150, 1.0082], [2.1208, -0.7004, -0.7491], [-1.1628, 1.6684, -0.7407], [-1.7464, -0.0355, -0.8429], [-1.2710, -0.1701, 1.4854]], "lowdin_charge": [-0.135, -0.095, -0.245, -0.375, -0.427, 0.034, 0.032, 0.038, 0.088, 0.011, 0.075]}



{"formula": "C17H24N2O5", "method": "ωB97M-V/def2-TZVPD", "lumo_ev": -0.28, "orbital_gap_ev": 8.848, "smiles": "CNC(=O)[C@H](C)NC(C)=O.O=C(O)C(=O)CCCc1ccccc1", "symbols": ["O", "O", "O", "O", "O", "C", "C", "C", "C", "C", "C", "C", "C", "C", "C", "N", "N", "C", "C", "C", "C", "C", "C", "C", "H", "H", "H", "H", "H", "H", "H", "H", "H", "H", "H", "H", "H", "H", "H", "H", "H", "H", "H", "H", "H", "H", "H", "H"], "xyz": [[1.4942, 4.7614, -0.0211], [-4.9582, -2.0376, -2.6861], [0.1902, 2.3531, 0.4656], [-3.0936, 1.8074, -1.1458], [2.6479, 4.5183, 1.9101], [1.7675, 4.0854, 0.9625], [-3.7995, -2.1607, -3.0589], [1.1470, 2.7319, 1.1421], [-3.5408, 0.7793, -1.6472], [5.8266, -1.8233, 1.8290], [5.6703, -0.7441, 2.7039], [4.7009, -2.5020, 1.3531], [4.3891, -0.3488, 3.1062], [3.4208, -2.1015, 1.7524], [3.2521, -1.0234, 2.6347], [-4.5915, 0.8117, -2.4771], [-2.7852, -1.4901, -2.5159], [-3.4664, -3.0948, -4.1976], [-5.2825, 2.0318, -2.8890], [1.7408, 1.7654, 2.1835], [1.8660, -0.6203, 3.0852], [1.1846, 0.3303, 2.0904], [-1.4807, -0.4783, -0.7307], [-2.8818, -0.5956, -1.3537], [2.9264, 5.4013, 1.6156], [6.8205, -2.1344, 1.5208], [6.5435, -0.2174, 3.0778], [4.8206, -3.3417, 0.6751], [4.2797, 0.4826, 3.7956], [2.5534, -2.6372, 1.3785], [-4.9550, -0.0805, -2.7931], [-1.8696, -1.6216, -2.9119], [-4.3914, -3.5112, -4.5953], [-2.9488, -2.5455, -4.9813], [-2.8359, -3.9006, -3.8266], [-5.6263, 2.5759, -2.0074], [-6.1385, 1.7873, -3.5192], [-4.5942, 2.6727, -3.4425], [2.8239, 1.7419, 2.0357], [1.5467, 2.1674, 3.1818], [1.2531, -1.5222, 3.1851], [1.9117, -0.1543, 4.0748], [0.1104, 0.3518, 2.3055], [1.3101, -0.0557, 1.0726], [-1.0922, -1.4675, -0.4874], [-0.8007, 0.0256, -1.4193], [-1.5402, 0.1081, 0.1874], [-3.5250, -1.0805, -0.6180]], "lowdin_charge": [0.127, 0.030, 0.131, 0.052, 0.109, -0.413, -0.556, -0.258, -0.449, -0.097, -0.083, -0.084, -0.051, -0.044, -0.237, 0.023, 0.097, 0.004, -0.056, -0.108, -0.162, -0.187, -0.047, -0.236, 0.132, 0.098, 0.100, 0.099, 0.109, 0.111, 0.094, 0.143, 0.086, 0.083, 0.083, 0.084, 0.083, 0.084, 0.118, 0.133, 0.115, 0.115, 0.114, 0.117, 0.080, 0.089, 0.072, 0.152]}



{"formula": "C15H22NO3", "method": "ωB97M-V/def2-TZVPD", "lumo_ev": -2.81, "orbital_gap_ev": 8.548, "charge": 1, "smiles": "COc1cccc(C(=O)OCC[NH+]2CCCCC2)c1", "symbols": ["C", "H", "H", "H", "O", "C", "C", "C", "C", "C", "C", "H", "H", "H", "C", "O", "O", "C", "H", "C", "N", "C", "C", "C", "C", "C", "H", "H", "H", "H", "H", "H", "H", "H", "H", "H", "H", "H", "H", "H", "H"], "xyz": [[-4.2706, -2.8759, 0.3040], [-3.7734, -2.8433, 1.2777], [-5.0246, -3.6603, 0.3107], [-3.5363, -3.0864, -0.4791], [-4.9720, -1.6793, 0.0437], [-4.2958, -0.5183, -0.0104], [-2.9237, -0.3820, 0.1567], [-2.3361, 0.8870, 0.0827], [-3.1130, 2.0204, -0.1601], [-4.4784, 1.8749, -0.3312], [-5.0654, 0.6284, -0.2583], [-6.1287, 0.5037, -0.3866], [-5.0909, 2.7423, -0.5201], [-2.6495, 2.9915, -0.2110], [-0.8961, 0.9860, 0.2756], [-0.1652, 0.0262, 0.5074], [-0.4148, 2.2312, 0.1636], [0.9240, 2.5144, 0.5561], [0.9628, 3.6047, 0.5946], [1.9811, 1.9976, -0.4242], [2.2809, 0.5654, -0.1952], [3.2909, 0.3518, 0.8636], [3.3606, -1.1282, 1.2179], [3.7292, -1.9449, -0.0164], [2.7285, -1.6587, -1.1314], [2.6680, -0.1641, -1.4220], [1.9276, 0.0358, -2.1990], [3.6405, 0.2047, -1.7588], [3.0124, -2.1852, -2.0418], [1.7370, -2.0084, -0.8366], [3.7232, -3.0065, 0.2242], [4.7364, -1.6844, -0.3459], [4.1011, -1.2709, 2.0039], [2.3935, -1.4558, 1.6043], [3.0195, 0.9400, 1.7415], [4.2594, 0.7017, 0.4951], [1.3490, 0.1487, 0.1532], [2.8973, 2.5823, -0.3213], [1.6014, 2.1279, -1.4406], [1.0969, 2.1162, 1.5629], [-2.2867, -1.2300, 0.3508]], "lowdin_charge": [-0.067, 0.100, 0.100, 0.098, -0.064, -0.260, 0.060, -0.130, -0.008, -0.046, 0.034, 0.129, 0.115, 0.118, -0.377, 0.086, 0.024, -0.102, 0.148, -0.073, -0.134, -0.116, -0.154, -0.183, -0.156, -0.116, 0.140, 0.146, 0.127, 0.124, 0.121, 0.123, 0.127, 0.126, 0.135, 0.145, 0.114, 0.147, 0.146, 0.141, 0.114]}



{"formula": "C11H21N2Si", "method": "ωB97M-V/def2-TZVPD", "lumo_ev": -2.50, "orbital_gap_ev": 10.272, "charge": 1, "smiles": "CC[NH2+][C@H](N)[Si](C)(C)c1ccccc1", "symbols": ["C", "C", "C", "C", "C", "C", "C", "C", "C", "C", "C", "N", "N", "Si", "H", "H", "H", "H", "H", "H", "H", "H", "H", "H", "H", "H", "H", "H", "H", "H", "H", "H", "H", "H", "H"], "xyz": [[-3.5203, 0.7072, -0.8389], [-3.1434, 0.8600, 0.5079], [-2.5837, -0.0916, -1.6089], [-2.0432, 0.2101, 1.0645], [-1.4256, -0.6062, -1.0726], [-1.1596, -0.4540, 0.2870], [0.2386, 2.8111, -1.3830], [1.0021, -0.7160, 2.7984], [0.4896, -3.2629, 0.7105], [0.8490, 1.8917, -0.2531], [1.9804, -0.2844, -0.0967], [2.7599, -1.1671, -0.8890], [1.3808, 0.7474, -1.0773], [0.4793, -1.2825, 0.9981], [-4.4130, 1.1173, -1.3508], [-3.8777, 1.4839, 1.1965], [-2.8302, -0.1290, -2.7427], [-1.9581, 0.3869, 2.1605], [-0.8041, -1.2221, -1.7018], [-0.2727, 3.6073, -0.9417], [0.9564, 3.2233, -2.0296], [-0.3906, 2.1586, -2.0598], [1.3489, -1.4242, 3.6701], [1.7467, 0.1345, 2.8241], [0.1417, -0.2748, 3.1654], [0.2886, -3.6527, -0.2975], [1.4194, -3.6561, 1.1407], [-0.2993, -3.5797, 1.4403], [0.2349, 1.5060, 0.5463], [1.8099, 2.4338, 0.0606], [2.5305, 0.2079, 0.6634], [2.6994, -2.0752, -0.7094], [3.7622, -0.9878, -0.9100], [2.1349, 1.0210, -1.7618], [0.4684, 0.3585, -1.5096]], "lowdin_charge": [-0.040, -0.081, -0.071, -0.138, -0.167, -0.311, -0.037, -0.168, -0.164, -0.158, -0.354, 0.047, -0.001, 0.838, 0.118, 0.151, 0.141, 0.120, 0.109, 0.062, 0.061, 0.096, 0.086, 0.044, -0.040, 0.031, 0.023, 0.040, 0.091, 0.154, 0.082, 0.002, 0.104, 0.194, 0.135]}